19
Properties=species:S:1:pos:R:3:forces:R:3 method="wB97M-V/def2-TZVPD" relative_energy_ev=1.646 spin_multiplicity=1 total_charge=0 orbital_gap_ev=10.27
C -0.135550 -0.781557 2.217069 0.0 0.1 0.1
C 0.354517 -1.268462 0.849164 0.0 -0.1 -0.1
C 1.118050 -0.208554 0.097886 0.0 0.1 -0.1
C -0.019312 -0.327096 -2.186866 -0.1 -0.1 0.0
C 0.961931 0.183322 -1.170526 0.1 0.0 0.1
C -1.174262 2.054125 -0.130833 -0.1 0.2 -0.3
O -1.386868 2.634063 -1.165546 0.1 -0.2 0.5
H 0.700633 -0.443359 2.839925 -0.1 0.0 -0.1
H -0.652077 -1.578652 2.762418 0.1 0.1 -0.1
H -0.832218 0.059169 2.119750 0.1 -0.1 0.0
H -0.494500 -1.629188 0.258395 0.1 0.1 0.1
H 1.009544 -2.137656 1.002897 -0.1 0.1 0.0
H 1.897913 0.283653 0.683631 -0.1 0.0 -0.1
H 0.505516 -0.753273 -3.050528 -0.1 0.1 0.1
H -0.683156 -1.098432 -1.787383 0.1 0.1 0.0
H 1.616286 0.977682 -1.533392 -0.1 -0.1 0.1
H -1.665556 1.093847 0.120055 0.0 0.1 -0.1
H -0.480389 2.444909 0.637611 -0.1 0.0 -0.1
H -0.640501 0.495458 -2.563728 0.1 -0.1 0.1

19
Properties=species:S:1:pos:R:3:forces:R:3 method="wB97M-V/def2-TZVPD" relative_energy_ev=2.065 spin_multiplicity=1 total_charge=0 orbital_gap_ev=8.96
C 0.257603 1.008617 1.543136 0.0 -0.4 0.2
C 0.358391 -0.083964 0.512942 -0.2 -1.0 -0.7
C -0.521884 -1.090229 0.455009 -1.6 0.9 0.3
C -1.685284 -1.247202 1.405117 0.2 0.3 -0.2
C 1.874050 -0.851200 -1.386519 -1.2 0.3 -0.7
C 1.451969 0.017639 -0.475311 0.7 1.1 0.6
H 1.146827 1.620959 1.581015 0.2 0.2 -0.1
H 0.095066 0.636731 2.551426 0.0 -0.1 0.1
H -0.608861 1.617389 1.294609 0.0 0.3 0.0
H -0.778281 -1.590922 -0.471994 1.1 -0.5 -0.1
H -1.808957 -2.273701 1.741666 0.1 -0.1 0.1
H -2.587751 -0.988626 0.850523 -0.2 0.0 0.0
H -1.640578 -0.573210 2.257379 0.1 -0.2 0.1
H 1.122091 -1.539402 -1.748439 0.4 -0.9 0.3
H 2.746574 -0.742928 -2.011753 0.1 0.3 0.1
H 1.997987 0.947840 -0.313817 0.5 -0.3 0.0
H -0.106564 2.286703 -2.254424 -0.1 0.1 0.4
H -0.549113 1.261366 -3.207986 -0.3 -0.3 0.1
O -0.763286 1.584139 -2.322581 0.4 0.2 -0.5

19
Properties=species:S:1:pos:R:3:forces:R:3 method="wB97M-V/def2-TZVPD" relative_energy_ev=3.876 spin_multiplicity=1 total_charge=0 orbital_gap_ev=9.52
C 1.661987 -0.413861 -1.448296 0.3 -0.3 1.4
C 0.974021 -0.821861 0.244950 2.1 0.6 -1.3
C 1.121726 0.437390 1.073217 0.6 -0.1 0.0
O -0.058437 1.193945 0.883473 0.1 0.0 0.0
C -1.162309 0.289335 0.799001 0.1 -0.2 -0.2
C -2.243945 0.938263 -0.050070 0.0 0.0 0.0
C -0.536485 -0.957135 0.160027 0.4 0.4 -1.9
H 2.726979 -0.465615 -1.247979 0.3 0.1 -0.2
H 1.418896 0.606109 -1.823292 -0.1 -0.5 0.7
H 1.436669 -1.115419 -2.287707 -0.2 0.1 1.0
H 1.552058 -1.705525 0.469630 0.2 0.0 0.5
H 1.259211 0.171700 2.133098 -0.1 0.0 -0.1
H 1.965139 1.032522 0.727926 0.0 0.2 0.2
H -1.569006 0.130332 1.820218 0.3 -0.3 -0.3
H -2.572845 1.889364 0.382602 0.1 -0.2 0.0
H -3.113596 0.275753 -0.126984 0.1 0.1 0.0
H -1.852203 1.119727 -1.055959 -0.1 0.0 0.1
H 0.053720 -0.685590 -0.836838 -4.7 -0.4 -0.1
H -1.061582 -1.919433 0.182984 0.5 0.4 0.1

19
Properties=species:S:1:pos:R:3:forces:R:3 method="wB97M-V/def2-TZVPD" relative_energy_ev=2.326 spin_multiplicity=1 total_charge=0 orbital_gap_ev=10.75
C 0.369910 1.170361 -1.455159 0.1 0.3 -2.0
C 0.684320 0.291738 -0.279734 -1.3 0.1 -0.9
C 1.942970 0.697987 0.434595 0.0 0.1 0.6
C -0.584976 0.478417 0.456435 -1.6 -0.2 0.3
O -2.100380 0.152782 -0.290844 2.6 0.8 0.3
C -1.531352 -0.554002 0.762327 -0.3 -0.8 1.4
C -1.179420 -1.993020 0.507746 -0.1 -0.3 0.0
H 1.019692 0.820941 -2.240568 0.3 0.5 -0.8
H -0.676559 1.084751 -1.812497 0.8 -0.2 0.3
H 0.524103 2.231076 -1.269049 0.3 0.1 0.2
H 0.810649 -0.729714 -0.638361 -0.2 0.0 0.1
H 1.843257 1.718886 0.803334 0.2 0.1 0.0
H 2.813639 0.623251 -0.225771 -0.2 0.1 0.0
H 2.115991 0.050302 1.291436 0.1 0.0 0.1
H -0.707931 1.461824 0.904181 -0.1 -0.2 0.1
H -2.037724 -0.406845 1.712030 -0.4 -0.3 0.2
H -0.646058 -2.128480 -0.435725 -0.1 0.1 0.1
H -2.096751 -2.580660 0.453620 0.0 0.0 0.0
H -0.563380 -2.389595 1.322006 -0.1 0.0 -0.1

19
Properties=species:S:1:pos:R:3:forces:R:3 method="wB97M-V/def2-TZVPD" relative_energy_ev=5.191 spin_multiplicity=1 total_charge=0 orbital_gap_ev="7.10 / 8.04"
C -0.122200 -0.124219 -2.155997 0.0 0.0 0.1
C 0.056633 0.443363 -0.785043 -0.9 -0.5 -0.7
O -0.810376 1.406483 -0.371163 -0.3 0.2 -0.1
C -1.098293 -1.414887 0.741591 -0.2 0.0 0.5
C -1.223074 -0.645717 1.827397 -0.2 -0.3 -0.3
C 1.498099 0.677125 1.357876 0.1 -0.2 0.5
C 1.284580 0.373484 -0.073936 1.2 0.8 0.1
H -1.091468 -0.634996 -2.244038 0.1 0.1 0.0
H 0.653526 -0.867713 -2.358786 -0.1 0.1 0.0
H -0.082408 0.639167 -2.947962 0.0 0.0 0.1
H -1.631695 1.328104 -0.873716 0.1 0.1 0.1
H -1.849059 -1.416688 -0.047501 0.2 0.1 0.1
H -0.296751 -2.143756 0.652828 -0.1 0.1 0.0
H -2.033318 0.077549 1.908455 0.2 -0.1 0.0
H -0.523189 -0.690286 2.653264 0.0 0.0 -0.1
H 2.494536 0.432565 1.723846 -0.2 0.0 0.0
H 1.064295 1.581892 1.770726 -0.1 -0.2 0.0
H 1.948804 -0.391367 -0.478751 -0.2 0.0 0.2
H 1.761358 1.369897 -0.299090 0.3 -0.1 -0.6

19
Properties=species:S:1:pos:R:3:forces:R:3 method="wB97M-V/def2-TZVPD" relative_energy_ev=0.490 spin_multiplicity=1 total_charge=0 orbital_gap_ev=10.79
C 1.243295 -2.204881 0.503700 0.0 0.0 0.1
C 0.764802 -1.144559 -0.486054 0.0 -0.1 -0.1
C 0.096337 0.066518 0.185886 0.0 0.0 0.1
C -0.096962 1.227756 -0.797264 0.0 -0.1 -0.1
C -0.851839 2.415284 -0.178792 -0.1 0.1 0.1
C -1.238523 -0.382762 0.738983 0.0 0.0 0.3
O -1.470483 -0.614573 1.901718 0.1 0.1 -0.5
H 1.648489 -3.075774 -0.022078 -0.1 0.1 0.1
H 2.031242 -1.806688 1.152801 -0.1 0.0 -0.1
H 0.430562 -2.549213 1.153054 0.1 0.1 -0.1
H 1.609162 -0.786560 -1.088578 -0.1 0.0 0.1
H 0.055912 -1.590938 -1.199261 0.1 0.1 0.1
H 0.704403 0.403452 1.036435 -0.1 -0.1 -0.1
H -0.630574 0.856275 -1.681839 0.1 0.0 0.1
H 0.892355 1.540665 -1.152922 -0.2 -0.1 0.1
H -0.325513 3.360386 -0.334997 -0.1 -0.1 0.0
H -0.973853 2.280653 0.901923 0.1 0.1 -0.1
H -1.855740 2.527240 -0.600071 0.1 0.0 0.1
H -2.033073 -0.522279 -0.032643 0.1 0.0 0.1

19
Properties=species:S:1:pos:R:3:forces:R:3 method="wB97M-V/def2-TZVPD" relative_energy_ev=4.214 spin_multiplicity=1 total_charge=0 orbital_gap_ev=8.28
C 2.207847 0.189122 -0.290584 0.0 0.0 -0.1
C 1.077924 -0.055131 0.704641 0.0 -0.1 0.1
C -0.312837 -0.069751 0.093780 0.0 0.0 0.0
C -0.435529 -0.932200 -1.152006 0.0 0.0 0.0
C -1.486502 -0.223991 1.058817 0.0 -0.2 0.0
C -2.327575 0.785669 0.254418 0.0 0.0 0.4
O -0.684676 1.347322 -0.225788 -0.1 0.3 -0.3
H 2.040881 1.117918 -0.846266 0.0 -0.1 0.0
H 2.302744 -0.628092 -1.014137 0.0 0.1 0.1
H 3.165543 0.281592 0.229200 -0.1 0.0 -0.1
H 1.088039 0.710964 1.488550 0.0 -0.1 -0.1
H 1.220971 -1.016787 1.208889 0.0 0.0 0.0
H 0.068850 -0.467686 -2.008297 0.0 -0.1 0.1
H 0.047566 -1.898655 -0.982980 -0.1 0.1 0.0
H -1.487517 -1.088486 -1.401326 0.1 0.1 0.0
H -1.178684 0.039944 2.086749 -0.1 0.0 -0.3
H -1.921971 -1.226722 1.069482 0.1 0.0 0.0
H -2.612765 1.630750 0.902467 0.1 -0.1 -0.1
H -0.772318 1.504229 -1.175606 0.1 -0.2 0.1

19
Properties=species:S:1:pos:R:3:forces:R:3 method="wB97M-V/def2-TZVPD" relative_energy_ev=2.711 spin_multiplicity=1 total_charge=0 orbital_gap_ev=9.87
C -1.075356 -1.415792 0.510744 -3.5 -0.4 -0.6
C -1.083378 -0.195778 -0.350147 2.4 0.3 0.8
C -1.571450 -0.198435 -1.575701 -0.3 -0.5 -0.7
C -0.223672 0.965155 0.161568 -0.7 2.3 -0.4
C 0.664885 0.953981 1.379493 0.9 -1.2 -0.7
C 1.341307 2.013361 1.814041 -1.5 -0.2 0.9
H -0.711672 -1.318672 1.523193 1.0 -0.4 -0.3
H -0.939957 -2.294044 -0.150947 0.8 0.1 1.1
H -2.163246 -1.520006 0.735866 0.3 -0.3 0.1
H -2.111579 -1.057556 -2.011847 0.3 0.4 0.5
H -1.357931 0.594234 -2.271989 -0.2 0.4 0.0
H 0.500205 1.270052 -0.624917 -0.8 -0.1 0.0
H -0.909318 1.845572 0.364606 0.6 -0.7 -0.7
H 0.989195 -0.027150 1.701179 0.0 -0.1 0.4
H 0.974097 2.994254 1.523870 0.5 0.1 -0.1
H 1.970661 1.901906 2.691577 0.2 0.2 -0.3
H 1.519482 -1.423786 -1.057130 -0.4 -0.5 -0.8
H 2.025349 -1.772673 -2.600311 -0.8 -0.1 0.8
O 2.162386 -1.314618 -1.763154 1.1 0.7 0.0

19
Properties=species:S:1:pos:R:3:forces:R:3 method="wB97M-V/def2-TZVPD" relative_energy_ev=4.608 spin_multiplicity=1 total_charge=0 orbital_gap_ev=10.55
C 1.736331 0.239165 1.119957 0.0 -0.1 -0.1
C 1.569009 -0.642260 0.135463 0.1 0.1 0.2
C 1.991942 -0.427532 -1.288155 0.0 0.0 0.0
C -1.711453 -0.856250 -1.009068 0.0 -0.1 0.2
C -2.318861 -0.725650 0.137673 0.1 -0.1 -0.1
C -2.108372 0.521589 -0.636478 -0.3 0.1 -0.2
O -1.177979 1.499204 -0.251460 0.3 -0.1 0.1
H -0.729397 1.241025 2.851693 -0.1 0.0 0.0
H 1.431396 0.019818 2.139444 0.0 0.0 -0.2
H 2.197497 1.209640 0.943247 -0.1 -0.1 0.0
H 1.104153 -1.602809 0.362144 0.1 0.1 0.0
H 2.815193 -1.103077 -1.550602 -0.1 0.1 0.0
H 2.326287 0.601179 -1.453913 0.0 -0.1 0.0
H 1.171161 -0.636348 -1.984416 0.1 0.0 0.1
H -1.211688 -1.503679 -1.717423 -0.1 0.1 0.1
H -2.680707 -1.184133 1.047620 0.1 0.1 -0.2
H -1.077972 1.271935 2.194495 0.0 0.0 0.1
H -2.935665 1.032497 -1.130198 0.1 -0.1 0.1
H -0.390883 1.045695 0.089985 -0.1 0.1 -0.1

19
Properties=species:S:1:pos:R:3:forces:R:3 method="wB97M-V/def2-TZVPD" relative_energy_ev=3.392 spin_multiplicity=1 total_charge=0 orbital_gap_ev=9.50
C -1.118496 -0.772868 1.498296 0.0 -0.1 0.0
C -1.603957 0.306080 0.526433 0.0 0.1 0.0
C -1.700251 -0.170952 -0.896965 0.0 0.1 -0.2
C -1.144883 0.438961 -1.944468 -0.1 -0.1 0.1
C 1.832281 0.508192 -0.600304 0.3 -0.4 0.3
C 2.804220 0.511678 0.541204 0.0 0.0 0.0
O 1.591428 -0.751500 -0.898720 -0.1 0.4 -0.1
H -1.144202 -0.407386 2.530669 0.0 -0.1 -0.2
H -0.092090 -1.076302 1.264105 -0.2 0.0 0.1
H -1.751869 -1.666455 1.447250 0.1 0.1 0.0
H -0.944818 1.181797 0.572421 -0.1 -0.1 0.0
H -2.601422 0.644233 0.842266 0.1 0.0 -0.1
H -2.292606 -1.074892 -1.056125 0.1 0.1 0.0
H -0.525695 1.324879 -1.813772 -0.1 -0.1 0.0
H -1.284505 0.070654 -2.958329 0.0 0.0 0.1
H 3.649324 1.162701 0.291250 -0.1 -0.1 0.0
H 3.154178 -0.479207 0.859694 0.0 0.1 -0.1
H 2.283211 1.008440 1.371187 0.1 0.0 -0.1
H 0.890151 -0.758055 -1.576093 0.0 0.0 0.1

19
Properties=species:S:1:pos:R:3:forces:R:3 method="wB97M-V/def2-TZVPD" relative_energy_ev=4.567 spin_multiplicity=1 total_charge=0 orbital_gap_ev=8.61
C -2.190749 1.197368 1.718553 -0.3 0.1 0.1
O -0.888118 0.713670 1.530962 0.0 0.0 0.1
C -0.396696 1.016406 0.254729 0.2 -0.1 -0.1
C 1.037110 0.713246 0.123812 -0.3 0.3 -0.3
C 1.120601 -1.873195 0.060924 0.0 -0.1 0.0
C 0.962736 -1.141911 -1.281884 -0.1 -0.1 -0.1
C 1.357378 0.375280 -1.280505 0.1 0.1 0.0
H -2.899052 0.770606 0.989515 0.1 0.1 0.1
H -2.215187 2.294405 1.625554 -0.1 -0.1 0.0
H -2.504570 0.914364 2.725469 0.0 0.1 -0.1
H -1.061749 0.586855 -0.526639 0.1 0.1 0.1
H -0.396860 2.119888 0.073355 0.1 -0.1 0.0
H 0.741144 -2.892360 -0.045937 0.1 0.0 0.0
H 0.546101 -1.397263 0.866815 0.1 -0.1 -0.2
H 2.163185 -1.917072 0.392298 -0.2 0.0 -0.1
H -0.087755 -1.206839 -1.587902 0.2 0.0 0.1
H 1.546137 -1.638839 -2.063529 0.0 0.0 0.2
H 0.746192 0.863735 -2.059540 0.1 0.0 0.2
H 2.420152 0.501656 -1.516048 -0.2 -0.1 0.1

19
Properties=species:S:1:pos:R:3:forces:R:3 method="wB97M-V/def2-TZVPD" relative_energy_ev=1.427 spin_multiplicity=1 total_charge=0 orbital_gap_ev=10.78
C -2.602167 0.052865 -0.213563 -0.1 0.0 0.0
C -1.450989 0.371394 0.744571 -0.1 0.0 0.1
C -0.208131 0.544660 -0.114445 0.1 0.2 0.0
C 1.191329 0.459300 0.462190 -0.1 0.1 -0.1
C 1.764363 -0.890116 0.828389 0.0 -0.2 0.0
C 2.141880 -0.249673 -0.470736 0.4 0.0 0.3
O 1.640215 -0.834818 -1.638268 0.1 -0.1 -0.4
H -2.705448 0.840364 -0.973842 0.0 -0.1 0.2
H -2.371742 -0.877149 -0.746103 -0.1 0.1 0.1
H -3.571472 -0.063611 0.276721 0.1 0.0 0.0
H -1.301868 -0.443071 1.464172 -0.1 0.0 -0.1
H -1.671058 1.270679 1.327230 0.0 0.0 0.0
H -0.295407 1.491616 -0.658955 0.0 0.0 0.0
H -0.262378 -0.234263 -0.874622 -0.1 0.0 0.0
H 1.599428 1.316042 1.004576 -0.3 -0.2 -0.2
H 1.104403 -1.747380 0.779148 0.0 0.0 -0.1
H 2.516770 -0.961834 1.614657 -0.2 0.1 -0.3
H 3.161842 0.105314 -0.561802 0.0 0.1 0.0
H 1.320422 -0.150319 -2.249325 0.3 -0.2 0.4